1.
This record from OMol25 describes a molecular structure, C38H48AsClGeN3OSi3Tc. The level of theory is ωB97M-V/def2-TZVPD.

ΔE to the lowest compared entry with this formula, charge and spin = 92.3 kJ/mol
Kohn-Sham gap = 6.027 eV
spin multiplicity = 1
total charge = +2
HOMO level = -13.7 eV

Cartesian coordinates (Å):
Tc -1.077258 0.397480 -0.371933
O -2.275379 -0.160874 -1.722446
N -2.404717 -0.840802 -2.861669
C -2.014692 -2.059199 -2.871344
C -2.218804 -2.833558 -4.061896
N -2.383404 -3.487803 -4.989147
C -1.405529 -2.695506 -1.731551
N -0.925997 -3.179673 -0.808581
C -1.264801 -2.636961 4.599387
Si -1.222416 -2.725711 2.745920
C -2.832894 -3.320958 2.043367
C 0.303649 -3.617813 2.194626
As -1.081000 -0.371409 1.998098
Si -3.168068 0.689579 2.647655
C -3.782894 -0.036318 4.242078
C -4.342898 0.297256 1.248851
C -2.831530 2.507612 2.896152
Si 0.835451 0.678677 3.097549
C 1.050003 2.413415 2.468061
C 2.298932 -0.382836 2.694688
C 0.349520 0.668437 4.896029
H -1.370342 -3.675303 4.934683
H -2.101347 -2.080149 5.009854
H -0.335615 -2.260539 5.025606
H -2.960340 -4.369128 2.330089
H -2.869091 -3.269621 0.957994
H -3.676836 -2.768321 2.458835
H 0.072146 -4.687021 2.167998
H 1.114568 -3.474410 2.909219
H 0.636422 -3.330444 1.202240
H -4.050807 -1.089005 4.160964
H -4.691380 0.511079 4.512802
H -3.076498 0.091794 5.062081
H -4.642625 -0.752118 1.294929
H -3.967134 0.484744 0.242088
H -5.248066 0.900702 1.363896
H -2.296286 2.666847 3.834695
H -3.790434 3.027015 2.981341
H -2.265771 2.998964 2.103420
H 1.383830 2.448133 1.430611
H 1.836085 2.876957 3.072844
H 0.156845 3.028744 2.587766
H 2.563790 -0.321734 1.638028
H 2.154297 -1.433032 2.942997
H 3.155723 -0.020650 3.271623
H -0.716758 0.829919 5.060615
H 0.881996 1.480698 5.398154
H 0.634495 -0.262706 5.385412
Cl -5.257659 3.678913 -4.110043
C -3.931921 3.359732 -3.070390
C -2.656809 3.207036 -3.611427
C -1.593872 2.939638 -2.776207
C -1.785313 2.820292 -1.393989
C -0.668933 2.411952 -0.522947
C -3.068614 3.009467 -0.868995
C -4.140788 3.275700 -1.698309
H -2.515830 3.300123 -4.679179
H -0.601994 2.813623 -3.191322
H -0.807135 2.676892 0.537456
H 0.328497 2.652625 -0.877151
H -3.223536 2.977471 0.203184
H -5.132689 3.433098 -1.298070
C 0.434257 -0.098201 -0.851712
Ge 2.256468 -0.267787 -1.860699
C 3.322150 -1.425315 -0.753873
C 4.627867 -1.069686 -0.416745
C 5.409948 -1.929437 0.342583
C 4.895896 -3.148196 0.762328
C 3.602924 -3.517110 0.414031
C 2.820221 -2.660005 -0.343976
C 1.821792 -0.950151 -3.612458
C 2.167640 -0.241410 -4.763261
C 1.959852 -0.798458 -6.018243
C 1.422917 -2.070850 -6.134970
C 1.113882 -2.802172 -4.995332
C 1.314469 -2.245056 -3.742137
C 2.651156 1.624975 -1.718728
C 2.181500 2.523211 -2.681685
C 2.387108 3.888275 -2.536813
C 3.056132 4.374236 -1.421278
C 3.517097 3.494206 -0.451814
C 3.313686 2.128614 -0.597863
H 5.051052 -0.130464 -0.752969
H 6.424499 -1.652181 0.595923
H 5.510041 -3.819846 1.347334
H 3.210458 -4.477593 0.722804
H 1.817421 -2.966480 -0.622745
H 2.633355 0.732744 -4.697382
H 2.235329 -0.242473 -6.904370
H 1.266047 -2.505103 -7.113153
H 0.731622 -3.809672 -5.087788
H 1.121270 -2.847048 -2.861158
H 1.651047 2.160594 -3.552977
H 2.032527 4.572677 -3.296594
H 3.225089 5.437168 -1.311710
H 4.046330 3.870960 0.413848
H 3.687412 1.455986 0.166294

Forces on atoms 1 to 6 (eV/Å):
Tc 0.11 0.49 -0.26
O -0.12 -0.12 0.23
N 0.09 0.04 -0.06
C 0.04 -0.01 0.02
C -0.02 0.04 -0.02
N 0.03 -0.01 -0.01

2.
This record from OMol25 describes a molecular structure, C38H48BFeN9O2S3 at a distorted geometry. The level of theory is ωB97M-V/def2-TZVPD.

ΔE to the lowest compared entry with this formula, charge and spin = 337.4 kJ/mol
expectation value of S² = 8.7659
Kohn-Sham gap (spin up / spin down) = 4.766 / 6.883 eV
spin multiplicity = 6
total charge = +1
HOMO level (spin up / spin down) = -7.6 / -9.7 eV

Cartesian coordinates (Å):
Fe -0.223000 -0.149600 0.864000
C -0.629600 -4.455300 2.548700
C 0.672800 -4.708800 2.959800
C 1.555300 -3.650100 3.062900
C 1.130700 -2.365300 2.720100
N -0.124400 -2.137300 2.278500
C -0.974500 -3.151800 2.228400
C 1.974000 -1.171400 2.847800
C 3.328100 -1.182200 3.202900
C 3.998000 0.027000 3.292100
C 3.311900 1.212300 3.086300
C 1.951000 1.148500 2.768700
N 1.336500 -0.024400 2.606900
C 1.048400 2.298800 2.709500
C 1.370400 3.544900 3.254100
C 0.390200 4.514400 3.355900
C -0.893200 4.210300 2.921500
C -1.111500 2.964700 2.351700
N -0.176800 2.038800 2.216200
H -1.360700 -5.243700 2.475300
H 0.985500 -5.711800 3.209000
H 2.557100 -3.823000 3.419600
H -1.982800 -2.911800 1.918600
H 3.848300 -2.105600 3.390100
H 5.051400 0.046800 3.527200
H 3.813100 2.163800 3.155200
H 2.362400 3.730700 3.633400
H 0.615100 5.476400 3.788300
H -1.702400 4.918000 3.002200
H -2.093700 2.692200 2.001200
C 4.676100 -1.472400 -1.424200
C 3.656200 -2.615300 -1.380500
C 4.274400 -3.883500 -1.970700
C 3.220700 -2.904600 0.056600
N 2.473100 -2.221000 -2.157300
C 2.023700 -2.856800 -3.286000
C 0.947600 -2.179000 -3.738200
N 0.721500 -1.121400 -2.903900
B -0.317900 -0.052000 -3.294400
N 0.212400 1.323900 -2.834300
C 1.432900 1.717000 -3.291600
C 1.671100 2.966200 -2.833300
N 0.600000 3.348300 -2.073200
C -0.289700 2.320200 -2.072500
S -2.146300 2.410700 -2.114300
C 0.610400 4.646100 -1.384200
C 0.528500 5.734000 -2.458500
C 1.912200 4.740000 -0.575500
C -0.552100 4.784700 -0.409000
N -1.742000 -0.411900 -2.840200
C -2.805600 -0.029800 -3.619700
C -3.907700 -0.660800 -3.176500
N -3.543500 -1.457300 -2.114000
C -2.207300 -1.288500 -1.918200
S -1.233200 -2.084600 -0.786000
C -4.576900 -2.241900 -1.410800
C -5.499200 -1.229100 -0.719400
C -5.328100 -3.077300 -2.457500
C -4.011800 -3.201300 -0.368400
C 1.646600 -1.168100 -1.927100
S 1.755900 -0.058000 -0.632000
H 5.558100 -1.745900 -0.851300
H 4.251300 -0.566400 -0.998800
H 4.981200 -1.264400 -2.448100
H 5.141000 -4.158100 -1.375300
H 4.607800 -3.731800 -2.993600
H 3.572200 -4.713200 -1.935400
H 4.066200 -3.258600 0.639700
H 2.442000 -3.664600 0.066800
H 2.832000 -2.001500 0.516600
H 2.477600 -3.730600 -3.695600
H 0.324600 -2.351300 -4.589500
H -0.338800 -0.034400 -4.486700
H 2.038600 1.095000 -3.917000
H 2.517100 3.595500 -3.001300
H 1.391000 5.715200 -3.120200
H 0.475900 6.708600 -1.984200
H -0.372500 5.596200 -3.052600
H 2.795200 4.681900 -1.203200
H 1.953500 3.931900 0.152700
H 1.945400 5.688200 -0.045200
H -1.491900 4.938800 -0.928400
H -0.370400 5.639900 0.237900
H -0.629800 3.897200 0.212700
H -2.689000 0.657300 -4.429900
H -4.909600 -0.607200 -3.544100
H -5.955000 -0.550900 -1.437000
H -4.925000 -0.640400 -0.006300
H -6.292400 -1.744000 -0.184600
H -5.929700 -2.470500 -3.127800
H -5.995000 -3.776900 -1.961800
H -4.617300 -3.652300 -3.047400
H -3.504300 -2.663900 0.425400
H -3.316700 -3.904000 -0.819100
H -4.835300 -3.762400 0.068100
C -3.835000 2.416400 0.083700
C -2.527500 1.891400 -0.413800
O -2.578000 3.810500 -2.208300
O -1.921300 0.915600 0.086100
H -3.798200 3.504600 0.114900
H -4.055700 2.007300 1.068700
H -4.646200 2.150800 -0.593400

Forces on atoms 1 to 6 (eV/Å):
Fe -0.90 0.20 -0.24
C 0.34 0.03 0.15
C -0.42 0.10 -0.15
C 0.00 0.46 -0.01
C -0.69 -0.88 -0.11
N 0.63 0.32 -0.16

3.
This record from OMol25 describes a molecular structure, C38H48BaIN7O4. The level of theory is ωB97M-V/def2-TZVPD.

ΔE to the lowest compared entry with this formula, charge and spin = 31.1 kJ/mol
Kohn-Sham gap = 7.207 eV
spin multiplicity = 1
HOMO level = -7.0 eV

Cartesian coordinates (Å):
Ba 0.309026 -0.926614 0.194680
O -0.035107 -3.009682 1.460296
C 0.526766 -4.094282 1.865895
C -0.245542 -5.121788 2.467573
C 0.318176 -6.272300 2.962064
C 1.700064 -6.487581 2.884293
C 2.468821 -5.524339 2.273398
C 1.924988 -4.347452 1.734877
C 2.875791 -3.498937 1.023981
N 2.669743 -2.510181 0.244221
C 3.847968 -1.883451 -0.350391
C 3.883703 -0.372969 -0.148790
N 2.970915 0.338830 -1.052275
C 2.546205 1.489409 -0.713022
C 2.752074 2.223091 0.566880
C 3.357279 3.471781 0.555409
C 3.556137 4.189589 1.727240
C 3.124037 3.632640 2.927557
C 2.476237 2.409687 2.956738
C 2.236137 1.678709 1.776027
O 1.556871 0.568063 1.766802
H -1.313891 -4.954281 2.540479
H -0.317858 -7.019450 3.422519
H 2.148797 -7.386011 3.283745
H 3.540100 -5.677484 2.185398
H 3.917286 -3.823096 1.172533
H 3.860729 -2.090560 -1.426112
H 4.761466 -2.326371 0.068221
H 4.894392 -0.038806 -0.404209
H 3.713867 -0.134867 0.903225
H 1.949437 2.007767 -1.465908
H 3.694519 3.885012 -0.390309
H 4.051244 5.150878 1.707775
H 3.288023 4.168060 3.856077
H 2.124243 1.984907 3.889755
C -3.182839 -0.449132 -0.754242
O -2.083330 -0.948312 -1.503557
C -2.404296 -2.121979 -2.237132
C -2.060302 -3.369302 -1.457502
O -0.658082 -3.542350 -1.345659
C -0.112246 -4.296819 -2.407638
H -3.987562 -0.134465 -1.427330
H -2.829112 0.409150 -0.184110
H -3.574222 -1.199901 -0.062991
H -1.822069 -2.087312 -3.158720
H -3.469437 -2.123491 -2.498011
H -2.514428 -4.241585 -1.944910
H -2.449482 -3.312073 -0.437548
H -0.556097 -5.297319 -2.435082
H 0.955950 -4.389586 -2.219714
H -0.263969 -3.810552 -3.378158
I -1.661213 0.213493 -5.445893
C 0.229192 -0.601409 -5.017756
C 1.177373 -0.653113 -6.028815
C 2.405470 -1.212386 -5.718896
C 2.628549 -1.686006 -4.437799
C 1.607417 -1.577079 -3.511390
N 0.417725 -1.043381 -3.791549
H 0.957968 -0.272933 -7.015436
H 3.177695 -1.275043 -6.474934
H 3.577065 -2.120196 -4.153950
H 1.740298 -1.934880 -2.499430
N -1.897637 -0.951055 2.231442
C -2.988045 -0.182367 2.680240
C -2.797464 1.134187 3.095323
C -3.880531 1.914439 3.463344
C -5.171737 1.401480 3.418784
C -5.360856 0.089666 3.010777
C -4.279255 -0.700090 2.648048
H -2.063803 -1.948651 2.174190
H -1.069454 -0.807915 2.800697
H -1.795235 1.541373 3.111374
H -3.713994 2.935046 3.784472
H -6.017052 2.012465 3.704204
H -6.358271 -0.330214 2.981577
H -4.435748 -1.729129 2.343808
C -0.288391 5.460886 1.433760
C -0.443235 4.206175 2.268625
N -0.466074 3.035545 1.413980
C -0.705688 3.019776 0.070837
N -0.594514 1.882975 -0.538962
C -0.859186 1.840418 -1.973296
C -0.669873 3.184912 -2.659411
C -1.463439 4.224678 -1.897922
N -1.035288 4.217644 -0.513331
C -1.282035 5.399745 0.290414
H 0.726150 5.516163 1.032641
H -0.469899 6.345604 2.045375
H -1.369919 4.272565 2.854095
H 0.384389 4.097429 2.968341
H -0.007655 2.197329 1.738357
H -1.874021 1.478282 -2.166749
H -0.201698 1.095055 -2.430705
H -0.996646 3.134720 -3.698716
H 0.386161 3.471167 -2.648300
H -2.539223 4.016441 -1.983041
H -1.291973 5.227603 -2.294658
H -2.308420 5.407501 0.684609
H -1.179101 6.268196 -0.362716

Forces on atoms 1 to 6 (eV/Å):
Ba -0.20 0.24 -0.66
O -0.02 -0.11 0.36
C -0.03 0.04 -0.20
C -0.04 -0.01 0.10
C 0.06 -0.01 0.00
C -0.07 0.04 -0.01

4.
This record from OMol25 describes a molecular structure, C38H48F18HgN5O19S6 at a distorted geometry. The level of theory is ωB97M-V/def2-TZVPD.

Kohn-Sham gap = 6.619 eV
spin multiplicity = 1
total charge = +1
HOMO level = -10.6 eV

Cartesian coordinates (Å):
Hg -0.330332 0.315381 0.765828
C 0.694766 -1.021226 7.886124
C -0.608085 -0.368404 7.855235
N -0.841829 1.041785 7.319588
C -2.209140 1.497684 7.878637
C 0.264786 1.898339 7.881457
C 0.045799 3.380388 7.542430
C -0.905484 1.046339 5.802426
C -2.011376 0.282826 5.160328
O -1.759975 -1.129963 5.347071
C -2.406221 -1.924676 4.377293
H 1.013903 -1.151822 6.854098
H 0.454762 -1.990612 8.372541
H 1.439657 -0.512578 8.435887
H -1.055126 -0.399364 8.851542
H -1.252516 -0.966954 7.217105
H -2.058926 1.677545 8.926675
H -3.045954 0.731359 7.782076
H -2.390077 2.393333 7.254043
H 1.242534 1.585898 7.612616
H 0.144432 1.770293 8.958720
H -0.950769 3.807323 7.866207
H 0.248345 3.617986 6.514353
H 0.739174 3.945428 8.166358
H 0.066483 0.796672 5.406034
H -0.996810 2.105377 5.541110
H -1.902663 0.482861 4.103361
H -3.010283 0.539567 5.565646
H -2.197273 -2.977413 4.649339
H -1.946285 -1.895485 3.365909
H -3.452742 -1.724864 4.319320
C 4.053377 6.677284 -3.751389
N 2.841057 5.821728 -3.502275
C 2.785400 4.592419 -4.055128
C 1.676987 3.801433 -3.889038
C 0.583269 4.350617 -3.270291
C 0.616211 5.605257 -2.686496
C 1.777386 6.317973 -2.784828
C -0.675358 3.546221 -3.244531
C -1.954080 4.096647 -3.235805
C -3.040265 3.270777 -3.011279
N -2.932136 1.941522 -2.882382
C -1.753743 1.369186 -3.013477
C -0.630775 2.156560 -3.188057
C -4.116570 1.118644 -2.761563
H 3.958407 7.265074 -4.607478
H 4.978281 6.101916 -3.719877
H 4.085849 7.412980 -2.966627
H 3.639942 4.252787 -4.612089
H 1.709379 2.811726 -4.301993
H -0.128044 6.010718 -2.021575
H 1.858276 7.310582 -2.476786
H -2.157500 5.151299 -3.128040
H -4.054342 3.674340 -2.921191
H -1.686950 0.277658 -2.868258
H 0.258599 1.597178 -3.318123
H -4.590727 1.311209 -1.796106
H -3.721145 0.113266 -2.812228
H -4.862579 1.158367 -3.518474
C -0.680876 -5.396248 0.442962
N -0.088027 -5.316874 -0.898450
C -0.884225 -5.033126 -1.983496
C -0.268614 -4.726062 -3.194839
C 1.112208 -4.777729 -3.426965
C 1.879791 -5.165382 -2.274674
C 1.238527 -5.363779 -1.039055
C 1.685527 -4.421812 -4.686829
C 2.969232 -3.853956 -4.800670
C 3.629394 -3.723818 -5.967659
N 2.991078 -4.021874 -7.092815
C 1.741959 -4.586106 -7.072639
C 1.129481 -4.821904 -5.864121
C 3.775598 -3.972488 -8.362332
H -1.459129 -6.265991 0.466877
H -1.129520 -4.411067 0.624945
H 0.075490 -5.677644 1.246636
H -1.940277 -4.870950 -1.704724
H -0.978416 -4.289778 -3.878385
H 2.988171 -5.325433 -2.385040
H 1.752191 -5.553636 -0.117135
H 3.574210 -3.632499 -3.900106
H 4.642175 -3.496168 -6.094265
H 1.357070 -4.731293 -8.094170
H 0.129233 -5.273718 -5.818326
H 3.174408 -3.424098 -9.062252
H 3.915582 -4.994891 -8.738340
H 4.763794 -3.508272 -8.235074
C -2.226437 4.220559 0.850377
F -2.949191 4.701000 1.848505
F -2.587678 4.879789 -0.274671
F -0.899631 4.415338 1.099355
S -2.635650 2.373351 0.667454
O -1.508543 1.948054 -0.232626
O -2.567760 1.693744 1.934975
O -3.856432 2.321002 -0.049990
C 1.361922 -2.346968 3.781139
F 0.919854 -1.322636 4.514529
F 2.456774 -2.832610 4.477658
F 0.464951 -3.326825 3.678288
S 1.911716 -1.754985 2.090525
O 2.634859 -2.868001 1.452913
O 0.609073 -1.581065 1.353257
O 2.692235 -0.580755 2.255944
C -4.764767 -1.606045 -0.571204
F -5.160008 -0.367370 -0.152088
F -5.705854 -2.403418 -0.069429
F -4.842561 -1.644998 -1.882024
S -3.029894 -2.051135 -0.097409
O -2.258511 -0.841743 -0.452577
O -3.110759 -2.256315 1.303296
O -2.724546 -3.182708 -0.960735
C 3.760396 0.487009 -1.103687
F 3.929641 -0.776583 -1.592191
F 3.939587 0.551953 0.201728
F 4.773557 1.177973 -1.690740
S 2.156114 1.188221 -1.713048
O 1.029797 0.496202 -1.185721
O 2.241365 2.555020 -1.308928
O 2.282066 1.008516 -3.105736
C -2.365210 -2.351960 -5.924754
F -2.147960 -3.796402 -5.834311
F -2.649503 -2.108086 -7.153647
F -3.306856 -1.968240 -5.117459
S -0.780116 -1.634823 -5.325396
O -0.967645 -0.202652 -5.402365
O -0.662072 -2.092784 -3.985769
O 0.196535 -2.187766 -6.247705
C 2.714776 2.006421 4.011692
F 3.871514 1.912634 3.390396
F 2.544484 0.860303 4.658995
F 2.800185 2.970216 4.946220
S 1.193587 2.649894 3.019375
O 1.810990 3.276528 1.914160
O 0.239998 1.550929 2.702910
O 0.534591 3.510423 3.957482

Forces on atoms 1 to 6 (eV/Å):
Hg 0.09 0.23 0.04
C 0.30 -0.86 -0.90
C -2.83 0.07 0.28
N -0.11 -1.61 0.47
C 0.32 -0.40 -1.51
C -2.22 1.83 0.46